Record 1
{
  "formula": "C40H41BrCdCl5IN5OS",
  "method": "the ωB97M-V functional and the def2-TZVPD basis",
  "species": ["H", "H", "H", "C", "C", "C", "H", "C", "H", "N", "C", "C", "Br", "C", "H", "H", "H", "Cd", "C", "H", "C", "H", "H", "C", "H", "C", "H", "C", "C", "H", "H", "Cl", "H", "N", "C", "C", "C", "N", "C", "H", "C", "H", "C", "C", "N", "C", "C", "C", "H", "H", "N", "C", "H", "C", "C", "H", "C", "C", "C", "H", "C", "H", "C", "H", "C", "Cl", "H", "H", "O", "H", "H", "Cl", "C", "C", "H", "H", "H", "H", "S", "H", "H", "C", "C", "Cl", "I", "H", "H", "H", "C", "H", "Cl", "C", "H", "C", "H", "C"],
  "positions_angstrom": [[3.207, 1.983, -2.627], [-2.360, 3.159, 3.977], [2.267, -1.312, -4.255], [-2.153, -4.398, -0.164], [2.225, 4.353, 6.712], [-2.849, 0.407, -6.192], [-0.977, -1.584, -6.515], [-4.063, -1.409, -4.993], [3.641, -0.443, -3.560], [-0.830, -4.342, 0.427], [-0.987, 1.760, 3.097], [-2.247, -2.441, 3.582], [-2.379, 0.475, -0.069], [-2.678, -0.863, -5.344], [3.809, 1.177, 4.074], [2.640, 3.325, 8.542], [-3.346, 1.181, -5.612], [1.068, -0.769, 1.311], [0.170, 2.411, 1.245], [-0.112, -2.873, -2.234], [5.234, 0.059, 0.446], [5.818, 1.152, 2.280], [0.901, 2.140, 0.495], [3.176, 0.631, 3.357], [-1.929, 4.878, 2.226], [-0.498, 3.625, 1.222], [-3.517, -0.505, -2.663], [1.895, 4.214, 5.374], [-0.529, -0.173, -4.205], [-2.095, -4.652, -2.351], [2.292, 1.123, -1.387], [-4.838, -1.993, 4.180], [1.795, 0.622, -5.613], [-0.499, -3.536, -1.582], [-1.029, -1.310, 1.780], [1.583, 0.435, 5.054], [-0.239, 0.154, -1.823], [3.114, -0.324, 1.107], [5.077, 0.636, 1.697], [0.507, 0.225, 5.118], [4.002, -0.513, 0.128], [-4.567, -1.762, -5.892], [-1.419, 3.927, 2.209], [-1.662, 2.967, 3.178], [2.004, 0.218, 3.686], [-1.885, -0.507, -4.094], [-3.411, -1.744, 3.263], [-2.466, -0.369, -2.847], [-3.452, 0.197, -7.074], [-1.783, -2.824, -5.559], [-0.086, 1.497, 2.164], [3.757, 0.375, 2.095], [2.082, -0.302, 5.701], [0.290, 0.194, -3.159], [2.367, 3.224, 7.501], [-4.685, -0.639, -4.545], [1.736, 0.608, -3.423], [-2.231, -0.704, 1.469], [1.699, 2.955, 4.835], [1.797, 5.092, 4.750], [0.049, -3.714, -0.369], [6.123, 0.036, -0.161], [-1.081, -2.162, 2.884], [-1.885, 0.793, -6.514], [-1.907, -3.885, -1.593], [-4.207, -1.927, -0.457], [1.532, 2.435, -2.298], [-0.100, -0.201, -5.195], [0.394, 0.310, -0.737], [-2.536, -3.012, -1.790], [3.746, -1.076, -0.752], [0.417, -2.863, 3.388], [1.890, 1.314, -4.781], [-1.943, -1.934, -6.164], [2.383, 5.332, 7.142], [1.463, 2.843, 3.788], [2.293, 1.093, 7.581], [2.879, 1.768, -4.840], [1.627, -3.355, 0.014], [2.451, -1.218, -2.502], [1.144, 2.098, -4.889], [2.170, 1.968, 6.958], [2.585, -0.670, -3.433], [-4.754, 0.160, 1.922], [-0.099, 4.993, -0.334], [-2.545, -5.418, -0.141], [-2.535, -2.210, -7.036], [-2.852, -3.730, 0.355], [-3.397, -0.828, 2.218], [-0.652, -4.531, 1.398], [-2.266, -3.609, 4.852], [1.831, 1.815, 5.620], [-3.980, -2.238, -4.295], [-1.645, -0.035, -1.791], [-1.175, 0.971, 3.811], [2.226, 1.597, -2.361]],
  "lowdin_charge": [0.0821, 0.1088, 0.0818, -0.1691, -0.1055, -0.0467, 0.0695, -0.0573, 0.0846, 0.0275, -0.1663, -0.7116, 1.2689, -0.5590, 0.1352, 0.0964, 0.0863, 1.3376, -0.2470, 0.1242, -0.1131, 0.0892, 0.0817, -0.1477, 0.0957, -0.6899, 0.0584, -0.0783, 0.0087, 0.1108, 0.0496, 0.6781, 0.0690, 0.0376, -0.2848, -0.2031, -0.4404, -0.0862, -0.0754, 0.1005, -0.2167, 0.0805, -0.1362, -0.0462, -0.0342, -0.1886, -0.7144, -0.0991, 0.0779, 0.0857, 0.0146, -0.3556, 0.1175, -0.0957, -0.0981, 0.0833, -0.5280, -0.5945, -0.0462, 0.1017, -0.9226, 0.0798, -0.7618, 0.0764, -0.1738, -0.1101, 0.0725, 0.0997, -0.2427, 0.0131, 0.0678, 0.6331, -0.0620, -0.0506, 0.0948, 0.0943, 0.1068, 0.0787, 0.5282, 0.0541, 0.0881, -0.0512, -0.0368, 0.6588, 0.8402, 0.1124, 0.0787, 0.0225, -0.8151, 0.1047, 0.6634, -0.2228, 0.0865, -0.3722, 0.1103, -0.0519],
  "e_lumo_ev": 1.91,
  "energy_ev": -207800.33235,
  "multiplicity": 1,
  "fmax_ev_per_a": 1.103,
  "homo_lumo_gap_ev": 7.02,
  "total_charge": -1,
  "homo_ev": -5.11
}



Record 2
{
  "formula": "C8H12N2O2",
  "method": "the ωB97M-V functional and the def2-TZVPD basis",
  "species": ["C", "H", "H", "H", "H", "C", "C", "H", "O", "O", "C", "C", "H", "H", "H", "C", "C", "C", "H", "N", "H", "H", "N", "H"],
  "positions_angstrom": [[-0.474, -1.236, 0.141], [-0.002, -1.891, -0.583], [2.320, -1.179, 2.050], [1.249, 1.606, -0.478], [1.520, 0.427, 1.894], [-0.431, 0.150, -0.463], [1.105, 0.515, -0.846], [1.271, 0.540, -1.960], [-1.182, -0.321, -2.768], [-2.841, 2.554, 0.434], [-1.269, 0.280, -1.739], [-2.150, 1.742, -0.177], [2.257, -1.316, -0.587], [-0.324, -0.773, 2.224], [-2.843, 1.544, -2.198], [0.271, -1.358, 1.454], [1.622, -0.585, 1.436], [2.130, -0.362, -0.007], [0.386, -2.435, 1.737], [-2.245, 1.254, -1.462], [3.100, 0.184, 0.010], [-1.559, -1.587, 0.238], [-1.004, 1.168, 0.316], [-0.910, 1.078, 1.336]],
  "lowdin_charge": [-0.1433, 0.1201, 0.1071, 0.1341, 0.1136, -0.3890, -0.0722, 0.1207, 0.1215, 0.0646, -0.3827, -0.4978, 0.1176, 0.1138, 0.1564, -0.1918, -0.1982, -0.1943, 0.1247, 0.2202, 0.1090, 0.1544, 0.1309, 0.1607],
  "e_lumo_ev": 0.68,
  "energy_ev": -15566.90975,
  "smiles": "O=C1NC(=O)C2(CCCCC2)N1",
  "multiplicity": 1,
  "fmax_ev_per_a": 2.820,
  "homo_lumo_gap_ev": 10.47,
  "homo_ev": -9.79
}



Record 3
{
  "formula": "C2H3FN2O5",
  "method": "the ωB97M-V functional and the def2-TZVPD basis",
  "species": ["F", "N", "N", "H", "H", "O", "H", "O", "C", "O", "O", "C", "O"],
  "positions_angstrom": [[-0.364, 0.002, 1.535], [-1.057, -1.117, -0.372], [-1.049, 1.356, -0.164], [1.197, -0.808, -1.141], [1.862, 0.030, 1.429], [1.926, -0.761, 0.878], [1.646, 0.863, -0.342], [-1.447, -0.818, -1.486], [-0.290, 0.013, 0.217], [-2.187, 1.313, 0.126], [-0.420, 2.210, -0.662], [1.222, -0.130, -0.192], [-1.040, -2.153, 0.174]],
  "lowdin_charge": [0.1482, -0.3538, -0.3516, 0.1745, 0.0925, -0.0178, 0.1256, 0.1157, -0.3051, 0.1522, 0.1471, -0.1195, 0.1921],
  "e_lumo_ev": -0.57,
  "energy_ev": -18050.51029,
  "smiles": "O=[N+]([O-])C(F)(CO)[N+](=O)[O-]",
  "multiplicity": 1,
  "fmax_ev_per_a": 3.549,
  "homo_lumo_gap_ev": 11.15,
  "homo_ev": -11.72
}



Record 4
{
  "formula": "C5H13O3",
  "method": "the ωB97M-V functional and the def2-TZVPD basis",
  "species": ["H", "H", "O", "C", "H", "H", "H", "H", "O", "H", "H", "H", "C", "C", "C", "H", "O", "C", "H", "H", "H"],
  "positions_angstrom": [[-1.326, 0.388, 0.659], [2.683, -0.992, 1.070], [2.265, -0.947, 1.941], [-0.634, -0.599, -1.115], [-3.116, 0.748, -1.823], [0.089, 1.957, -0.769], [-0.705, -1.594, -0.640], [1.688, 0.834, 1.256], [1.003, 1.452, 0.926], [-0.419, -1.700, 1.663], [0.878, -1.606, 2.421], [1.193, -0.076, -2.027], [0.826, -0.102, -1.002], [0.954, 1.344, -0.507], [-1.653, 0.195, -0.362], [-0.877, -0.853, -2.153], [-0.125, -1.739, 2.582], [-2.765, 0.772, -0.793], [1.435, -0.680, -0.324], [-3.314, 1.459, -0.153], [1.920, 1.739, -0.850]],
  "lowdin_charge": [0.1074, -0.1196, -0.4697, -0.2024, 0.0434, 0.1036, 0.1056, 0.0351, -0.1163, -0.0314, -0.0292, 0.0976, -0.1687, -0.2742, -0.2110, 0.1005, -0.1701, -0.0226, 0.0751, 0.0436, 0.1036],
  "e_lumo_ev": 3.54,
  "energy_ev": -11537.78298,
  "multiplicity": 1,
  "fmax_ev_per_a": 1.723,
  "homo_lumo_gap_ev": 7.48,
  "total_charge": -1,
  "homo_ev": -3.94
}



Record 5
{
  "formula": "CHN2O5",
  "method": "the ωB97M-V functional and the def2-TZVPD basis",
  "species": ["O", "O", "N", "O", "O", "N", "O", "C", "H"],
  "positions_angstrom": [[-0.675, -2.509, -0.310], [0.219, 2.089, 0.224], [-0.520, 1.096, -0.054], [0.705, 0.135, 1.475], [0.999, -1.284, -1.314], [-0.370, -0.012, 0.635], [-1.309, 1.057, -0.971], [0.075, -1.769, -0.779], [0.877, 1.197, 1.096]],
  "lowdin_charge": [0.1589, -0.0614, -0.5339, -0.1665, 0.1467, -0.0730, -0.0550, -0.5045, 0.0887],
  "e_lumo_ev": 3.88,
  "energy_ev": -14268.35578,
  "multiplicity": 1,
  "fmax_ev_per_a": 3.073,
  "homo_lumo_gap_ev": 7.45,
  "total_charge": -1,
  "homo_ev": -3.57
}



Record 6
{
  "formula": "C4H14N4",
  "method": "the ωB97M-V functional and the def2-TZVPD basis",
  "species": ["H", "H", "C", "H", "H", "H", "H", "H", "H", "C", "N", "H", "H", "H", "H", "N", "N", "N", "H", "H", "C", "C"],
  "positions_angstrom": [[-0.125, -3.137, 0.950], [-1.982, -2.286, -0.138], [0.368, -1.054, 0.694], [2.279, -0.487, 0.537], [-0.459, -2.137, 2.360], [2.139, -2.100, 0.481], [-0.950, 2.914, -0.398], [-1.710, 0.391, -0.659], [0.063, -0.123, 1.175], [-0.566, 2.050, -0.935], [-1.889, -1.971, 0.816], [-2.270, 1.327, -1.847], [1.728, 2.991, 0.222], [1.110, 1.264, -1.903], [0.126, -0.953, -0.371], [-1.417, 1.009, -1.405], [1.580, 3.076, -0.771], [1.792, -1.275, 0.962], [2.480, 3.069, -1.213], [-2.521, -2.459, 1.432], [0.725, 2.047, -1.259], [-0.502, -2.155, 1.272]],
  "lowdin_charge": [0.1041, 0.0638, -0.3270, 0.0549, 0.1103, 0.0622, 0.1029, 0.0346, 0.1060, -0.2379, -0.0133, 0.0651, 0.0673, 0.1046, 0.0898, 0.0005, 0.0153, -0.0085, 0.0589, 0.0579, -0.2188, -0.2929],
  "e_lumo_ev": 1.04,
  "energy_ev": -10334.48598,
  "smiles": "N/C=C/N.NCCN",
  "multiplicity": 1,
  "fmax_ev_per_a": 0.804,
  "homo_lumo_gap_ev": 9.42,
  "homo_ev": -8.38
}



Calculated relative energy (zero: lowest compared OMol25 entry of this formula, charge and spin), 49.6 0.0 5.4 17.5 12.2 30.4 kcal/mol (same order as the records).